DFT (wB97M-V/def2-TZVPD) results for 3 unconnected molecules or ions with the total composition C3H11NO2 in a non-equilibrium geometry.

Geometry (Å):
1 N 0.41617 2.32118 -1.79129
2 C 0.94866 1.51017 -0.67630
3 C -1.01473 0.04136 -1.16213
4 C 0.19281 0.25593 -0.52735
5 H 1.16486 2.29730 -2.48742
6 H 0.32382 3.31418 -1.56650
7 H 0.78570 2.16097 0.21098
8 H 2.06575 1.34105 -0.73058
9 H -0.99495 0.61220 -2.09750
10 H -1.67886 -0.77993 -0.90621
11 H 0.77715 -0.57889 -0.13736
12 H -4.12508 -3.94499 1.38370
13 H -5.52809 -3.34415 1.56132
14 O -4.97487 -4.09516 1.81087
15 H 3.65185 0.74615 1.22460
16 H 4.72926 1.03167 2.29051
17 O 4.40381 0.35872 1.67684

Cartesian forces (eV/Å) of the 2 atoms listed first:
0.984 -0.057 -0.397
0.228 1.333 -0.110

Properties
E_HOMO (alpha / beta), eV: -13.630 / -13.630
Net charge: +1
LUMO energy (alpha / beta), Ha: -0.217 / -0.328
Calculated total energy, eV: -8863.482
2S+1: 2
Energy relative to the best compared isomer or geometry (same formula, charge and spin), kJ/mol: 253.6
<S²>: 0.75

DFT (wB97M-V/def2-TZVPD) results for 2 unconnected molecules or ions with the total composition C3H11NO2S in a non-equilibrium geometry.

Geometry (Å):
1 C -1.57439 0.40235 -0.18075
2 O -2.66847 -0.17807 0.51795
3 C -0.44487 -0.62524 -0.38367
4 C 0.60178 -0.08093 -1.38320
5 S 2.15274 -1.00920 -1.65462
6 N 0.11486 -0.97878 0.97043
7 H -1.32626 1.26453 0.35982
8 H -2.05827 0.57504 -1.10288
9 H -2.65837 -1.12287 0.43022
10 H -0.78092 -1.49290 -0.89248
11 H 0.16832 -0.01474 -2.39291
12 H 1.01393 0.90297 -1.19349
13 H 2.54248 -1.16915 -0.39240
14 H 0.95224 -1.68627 0.94590
15 H 0.46717 -0.03883 1.20278
16 H 1.65099 1.11627 1.78008
17 H 0.99593 2.45711 1.39658
18 O 0.85109 1.67872 1.97263

Cartesian forces (eV/Å) of the 2 atoms listed first:
-0.915 -3.088 -0.236
-0.405 0.427 1.088

Properties
E_HOMO, eV: -9.313
LUMO energy, Ha: 0.013
Calculated total energy, eV: -19708.451
SMILES: N[C@@H](CO)CS.O
Energy relative to the best compared isomer or geometry (same formula, charge and spin), kJ/mol: 103.8

DFT (wB97M-V/def2-TZVPD) results for 3 unconnected molecules or ions with the total composition C3H11NO3 in a non-equilibrium geometry.

Geometry (Å):
1 O 2.09608 0.76480 0.75862
2 C 1.51879 1.74565 0.19912
3 C 0.10407 1.66431 -0.38516
4 C -0.60531 0.34066 -0.06690
5 N 0.25047 1.99624 -1.80809
6 H 1.92697 2.76128 0.39093
7 H -0.50284 2.39801 0.19583
8 H -1.58454 0.30913 -0.59005
9 H -0.03226 -0.54141 -0.38039
10 H -0.80656 0.28475 1.00718
11 H 0.54476 1.20852 -2.37014
12 H -0.63355 2.37943 -2.15102
13 H -0.14495 -2.94991 -1.57797
14 H -1.43779 -2.90079 -0.90348
15 O -0.77096 -3.54933 -1.13279
16 H -1.27311 -1.24749 2.98444
17 H -1.04999 -2.07478 1.83471
18 O -1.79522 -1.79130 2.37614

Cartesian forces (eV/Å) of the 2 atoms listed first:
-0.050 -0.261 0.215
-0.246 -0.503 0.365

Properties
E_HOMO (alpha / beta), eV: 0.534 / -3.816
Net charge: -1
LUMO energy (alpha / beta), Ha: 0.136 / 0.129
Calculated total energy, eV: -10920.428
2S+1: 2
Energy relative to the best compared isomer or geometry (same formula, charge and spin), kJ/mol: 99.1
<S²>: 0.75

DFT (wB97M-V/def2-TZVPD) results for 3 unconnected molecules or ions with the total composition C3H11NO3 in a non-equilibrium geometry.

Geometry (Å):
1 C -2.08067 1.70134 0.55395
2 N -3.19619 1.02454 0.95583
3 C -3.27839 0.26888 2.15446
4 C -4.33291 1.02949 0.05851
5 O -1.07458 1.73775 1.23449
6 H -2.11685 2.22681 -0.40973
7 H -3.82685 -0.66306 1.97074
8 H -3.81318 0.75281 2.99157
9 H -2.30382 0.22756 2.65272
10 H -4.33727 1.87241 -0.62182
11 H -5.26859 0.86711 0.59823
12 H -4.43402 0.05999 -0.46049
13 H 5.09478 -3.54982 -2.45285
14 H 4.22358 -3.28240 -1.29795
15 O 4.58818 -4.02302 -1.78521
16 H 6.49689 -1.11404 -1.62778
17 H 6.70164 0.30893 -2.07614
18 O 6.99325 -0.58739 -2.25416

Cartesian forces (eV/Å) of the 2 atoms listed first:
0.404 -0.592 1.470
-0.314 1.346 -1.728

Properties
E_HOMO, eV: -9.248
LUMO energy, Ha: 0.021
Calculated total energy, eV: -10921.314
SMILES: CN(C)C=O.O.O
Energy relative to the best compared isomer or geometry (same formula, charge and spin), kJ/mol: 163.2

DFT (wB97M-V/def2-TZVPD) results for 4 unconnected molecules or ions with the total composition C3H11NO3 in a non-equilibrium geometry.

Geometry (Å):
1 C -2.01903 -0.35346 0.29618
2 C -1.52234 -0.70925 1.51094
3 C -1.04726 1.57108 -0.22846
4 N -1.60193 0.55668 -0.72984
5 H -2.58710 -1.13279 -0.21721
6 H -0.79100 -0.26979 2.29350
7 H -1.84296 -1.70578 1.68357
8 H -0.20504 2.00549 -0.65733
9 H -1.36109 2.05991 0.62027
10 H 0.00774 -0.26870 -1.50003
11 H 0.12796 -1.73863 -1.88065
12 O 0.50548 -0.83577 -2.11607
13 H 1.69934 -0.30663 1.26671
14 H 2.31921 0.61337 2.14458
15 O 1.46172 0.57234 1.81924
16 H 1.83338 -0.66471 -1.14404
17 H 2.39227 0.45132 -0.27173
18 O 2.67686 -0.48532 -0.54076

Cartesian forces (eV/Å) of the 2 atoms listed first:
-0.301 -1.374 -0.780
0.697 1.279 -0.202

Properties
E_HOMO, eV: -9.422
LUMO energy, Ha: 0.000
Calculated total energy, eV: -10918.761
SMILES: C=CN=C.O.O.O
Energy relative to the best compared isomer or geometry (same formula, charge and spin), kJ/mol: 409.6

DFT (wB97M-V/def2-TZVPD) results for 2 unconnected molecules or ions with the total composition C3H11NO3 in a non-equilibrium geometry.

Geometry (Å):
1 C 0.59436 0.79575 0.91131
2 O 1.86191 1.29383 0.49898
3 C -0.30202 0.79686 -0.30468
4 C -1.59448 0.02434 -0.02740
5 O -2.28848 0.53170 1.10689
6 N 0.38688 0.15851 -1.41284
7 H 0.21761 1.41327 1.72031
8 H 0.72771 -0.23639 1.26726
9 H 2.55311 0.84763 1.00412
10 H -0.57799 1.82963 -0.51651
11 H -2.21584 0.03055 -0.92875
12 H -1.29526 -1.02535 0.14691
13 H -2.04232 -0.02119 1.85678
14 H 1.22329 0.63062 -1.71013
15 H -0.22212 0.05970 -2.22230
16 H 0.98004 -3.17833 -0.51797
17 H 0.86750 -1.63099 -0.75951
18 O 1.12610 -2.32013 -0.11248

Cartesian forces (eV/Å) of the 2 atoms listed first:
0.698 -0.615 0.037
0.512 0.157 0.105

Properties
E_HOMO, eV: -9.794
LUMO energy, Ha: 0.031
Calculated total energy, eV: -10921.684
SMILES: NC(CO)CO.O
Energy relative to the best compared isomer or geometry (same formula, charge and spin), kJ/mol: 127.5

DFT (wB97M-V/def2-TZVPD) results for 3 unconnected molecules or ions with the total composition C3H11NO3 in a non-equilibrium geometry.

Geometry (Å):
1 C -1.36000 2.07182 -0.45770
2 N -0.53697 0.88635 -0.67172
3 C -1.06725 -0.37132 -0.16898
4 C 0.07392 -1.02293 0.69114
5 O -0.28229 -1.71625 1.60992
6 H -0.92881 2.96953 -0.92203
7 H -2.31374 2.01250 -1.02201
8 H -1.67769 2.27950 0.55592
9 H -0.38466 0.89728 -1.67066
10 H -1.23297 -1.15992 -0.90015
11 H -1.88678 -0.29074 0.55686
12 H 1.08472 -0.91063 0.29677
13 H 2.04397 -2.07313 -2.18705
14 H 1.55173 -2.61402 -0.80481
15 O 1.43499 -2.69765 -1.74105
16 H 0.58233 2.98745 1.42532
17 H 0.94154 2.08073 0.36227
18 O 1.29548 2.37153 1.23265

Cartesian forces (eV/Å) of the 2 atoms listed first:
-1.558 0.365 -1.260
-0.286 1.048 -0.416

Properties
E_HOMO, eV: -9.297
LUMO energy, Ha: 0.022
Calculated total energy, eV: -10920.629
SMILES: CNCC=O.O.O
Energy relative to the best compared isomer or geometry (same formula, charge and spin), kJ/mol: 229.4

DFT (wB97M-V/def2-TZVPD) results for a molecular structure, C3H11NO3 in a non-equilibrium geometry.

Geometry (Å):
1 C -0.92184 1.58883 0.22098
2 N -0.58291 0.35121 -0.46072
3 C 0.02202 -0.58712 0.41708
4 C 0.95960 -1.50495 -0.37884
5 O 2.23646 -1.06209 -0.13538
6 H -1.29944 1.33793 1.22049
7 H -0.07638 2.25505 0.41075
8 H -1.68122 2.17984 -0.29156
9 H -1.43207 -0.02432 -0.93034
10 H -0.64535 -1.13123 1.10103
11 H 0.67492 0.03885 1.04977
12 H 0.85139 -2.55640 -0.08037
13 H 0.76631 -1.44086 -1.44815
14 H -3.46178 -1.34361 -0.32759
15 O -2.56838 -1.37245 0.02160
16 H 2.87892 1.70500 0.01708
17 H 2.25268 0.23561 -0.19716
18 O 2.02707 1.33069 -0.20865

Cartesian forces (eV/Å) of the 2 atoms listed first:
-0.070 0.771 0.314
-1.646 -0.910 2.891

Properties
E_HOMO, eV: -9.091
LUMO energy, Ha: -0.170
Calculated total energy, eV: -10914.051
Energy relative to the best compared isomer or geometry (same formula, charge and spin), kJ/mol: 864.0

DFT (wB97M-V/def2-TZVPD) results for 3 unconnected molecules or ions with the total composition C3H11NO3 in a non-equilibrium geometry.

Geometry (Å):
1 C 0.39257 -1.84005 -0.88333
2 N -0.24090 -0.57419 -1.28469
3 C 0.78926 0.48360 -1.34431
4 C 0.26429 1.65348 -0.45113
5 O -0.49210 2.53370 -0.80555
6 H -0.40536 -2.38995 -0.22395
7 H 0.77726 -2.50455 -1.68839
8 H 1.01129 -1.58573 -0.02131
9 H -0.69482 -0.65039 -2.19442
10 H 1.06117 0.72208 -2.34814
11 H 1.81601 0.32886 -0.95178
12 H 0.48965 1.59986 0.57202
13 H -1.49549 1.46039 1.49974
14 H -2.69459 1.43996 0.68294
15 O -2.36330 1.25037 1.57123
16 H 1.28916 -0.33702 2.65042
17 H 0.11445 -1.19285 2.90703
18 O 0.38145 -0.39757 2.31364

Cartesian forces (eV/Å) of the 2 atoms listed first:
-2.833 -0.966 2.210
1.736 -0.187 -0.077

Properties
E_HOMO, eV: -9.131
LUMO energy, Ha: 0.015
Calculated total energy, eV: -10919.909
SMILES: CNCC=O.O.O
Energy relative to the best compared isomer or geometry (same formula, charge and spin), kJ/mol: 298.7

DFT (wB97M-V/def2-TZVPD) results for 3 unconnected molecules or ions with the total composition C3H11NO3 in a non-equilibrium geometry.

Geometry (Å):
1 C 1.40032 -0.14334 2.23529
2 C 0.35548 -0.12139 1.12609
3 C 0.38790 -1.32546 0.21020
4 N 1.48492 -2.02717 -0.14185
5 O -0.70640 -1.65658 -0.24218
6 H 1.29365 0.71847 2.89723
7 H 1.21736 -1.00616 2.88174
8 H 2.45744 -0.24969 1.97716
9 H 0.51449 0.70596 0.42662
10 H -0.61424 -0.01442 1.58968
11 H 2.37312 -1.74091 0.24578
12 H 1.33990 -2.97194 -0.45578
13 H 0.09681 5.92736 0.04199
14 H -0.73076 6.63676 -0.89149
15 O -0.84660 6.03649 -0.14167
16 H -1.88942 -2.75000 -2.95427
17 H -1.72346 -1.89116 -1.69913
18 O -2.06509 -1.86981 -2.61143

Cartesian forces (eV/Å) of the 2 atoms listed first:
0.051 -0.313 0.855
2.066 0.076 -0.349

Properties
E_HOMO, eV: -9.950
LUMO energy, Ha: 0.023
Calculated total energy, eV: -10922.303
SMILES: CCC(N)=O.O.O
Energy relative to the best compared isomer or geometry (same formula, charge and spin), kJ/mol: 67.8

DFT (wB97M-V/def2-TZVPD) results for 3 unconnected molecules or ions with the total composition C3H11NO3 in a non-equilibrium geometry.

Geometry (Å):
1 C -0.60460 -0.92297 -1.34160
2 N -0.25562 0.29641 -0.90185
3 C 1.17907 0.54682 -0.76636
4 C -1.20568 1.38622 -0.89622
5 O 0.08269 -1.93613 -1.29161
6 H -1.64101 -1.00309 -1.70687
7 H 1.65044 -0.32261 -0.33186
8 H 1.43553 1.45487 -0.22178
9 H 1.60666 0.72215 -1.76128
10 H -1.00690 2.08940 -1.71474
11 H -1.22023 1.98358 0.01136
12 H -2.18377 0.92013 -1.02444
13 H -0.07786 -0.33269 2.09289
14 H 0.57089 0.89907 2.70878
15 O -0.25908 0.47664 2.60758
16 H 1.02758 -2.23634 2.19277
17 H 0.63463 -1.92186 0.73317
18 O 0.26726 -2.09961 1.61204

Cartesian forces (eV/Å) of the 2 atoms listed first:
-0.594 -0.996 0.397
0.843 0.398 0.266

Properties
E_HOMO, eV: -9.691
LUMO energy, Ha: 0.022
Calculated total energy, eV: -10922.025
SMILES: CN(C)C=O.O.O
Energy relative to the best compared isomer or geometry (same formula, charge and spin), kJ/mol: 94.6

DFT (wB97M-V/def2-TZVPD) results for 3 unconnected molecules or ions with the total composition C3H11NO3 in a non-equilibrium geometry.

Geometry (Å):
1 O -1.35116 1.04523 0.06232
2 C -0.32437 1.04492 -0.56647
3 C 0.58124 -0.14590 -0.76475
4 C -0.00701 -0.99344 -1.90113
5 N 1.95129 0.27665 -1.05612
6 H 0.14126 2.03543 -0.82346
7 H 0.64316 -0.78218 0.13191
8 H 0.75194 -1.66668 -2.43484
9 H -0.33163 -0.48936 -2.81876
10 H -0.70337 -1.74312 -1.57254
11 H 2.38630 0.70917 -0.25157
12 H 2.03550 0.92024 -1.82380
13 H -2.19292 -1.31681 1.98049
14 H -1.05808 -1.64122 2.81007
15 O -1.80157 -1.02043 2.81444
16 H -0.20346 0.75449 2.66597
17 H -0.65928 1.71658 1.60422
18 O 0.14215 1.29643 1.94402

Cartesian forces (eV/Å) of the 2 atoms listed first:
-0.839 -0.403 -1.389
0.257 0.668 1.436

Properties
E_HOMO, eV: -9.437
LUMO energy, Ha: 0.020
Calculated total energy, eV: -10920.895
SMILES: C[C@@H](N)C=O.O.O
Energy relative to the best compared isomer or geometry (same formula, charge and spin), kJ/mol: 203.7

DFT (wB97M-V/def2-TZVPD) results for 3 unconnected molecules or ions with the total composition C3H11NO3 in a non-equilibrium geometry.

Geometry (Å):
1 C 2.00877 0.44032 1.13895
2 C 0.92820 0.14539 0.12368
3 C 0.09308 -1.15023 0.48922
4 N 0.52154 -1.98590 1.52553
5 O -0.92260 -1.46123 -0.17212
6 H 1.83095 1.17001 1.90482
7 H 2.79179 0.86894 0.61635
8 H 2.38050 -0.45165 1.58455
9 H 0.15906 0.94677 -0.00657
10 H 1.37777 -0.08018 -0.84848
11 H 1.14358 -1.67472 2.30224
12 H 0.10044 -2.96051 1.60083
13 H -2.28532 2.52137 -0.57991
14 H -1.08484 1.93188 -1.41894
15 O -1.33504 2.52973 -0.72008
16 H -2.23514 -0.73870 -1.97061
17 H -3.20122 -0.01061 -2.95180
18 O -2.27151 -0.04068 -2.61767

Cartesian forces (eV/Å) of the 2 atoms listed first:
-1.062 -0.251 0.451
-1.551 0.120 0.143

Properties
E_HOMO (alpha / beta), eV: -14.650 / -14.639
Net charge: +1
LUMO energy (alpha / beta), Ha: -0.167 / -0.344
Calculated total energy, eV: -10912.588
2S+1: 2
Energy relative to the best compared isomer or geometry (same formula, charge and spin), kJ/mol: 57.1
<S²>: 0.76

DFT (wB97M-V/def2-TZVPD) results for 2 unconnected molecules or ions with the total composition C3H11NOP in a non-equilibrium geometry.

Geometry (Å):
1 C 0.54799 -2.51044 0.93565
2 C 0.00822 -1.08609 0.98925
3 C 0.80974 0.53659 -0.73412
4 N -0.05038 -0.40522 -0.38851
5 O -0.56239 2.79241 -0.49689
6 P 1.06641 1.08866 -2.43295
7 H 1.57126 -2.50366 0.63937
8 H 0.50812 -2.89807 1.91323
9 H -0.04792 -3.06715 0.21501
10 H 0.54034 -0.30206 1.59148
11 H -1.00402 -1.14703 1.31275
12 H 1.44598 0.72643 0.07718
13 H -0.44309 3.72581 -0.36589
14 H -0.70971 -0.75363 -1.09383
15 H -0.73797 2.41412 0.37149
16 H 0.74319 2.45705 -2.36197
17 H -0.18656 0.84249 -3.24266

Cartesian forces (eV/Å) of the 2 atoms listed first:
-0.086 1.568 -1.068
0.381 1.282 -1.038

Properties
E_HOMO, eV: -14.083
Net charge: +1
LUMO energy, Ha: -0.173
Calculated total energy, eV: -16107.625
Energy relative to the best compared isomer or geometry (same formula, charge and spin), kJ/mol: 272.7